[1]
# C24H42MoN8O6S2

C24H42MoN8O6S2 as an isolated structure (ωB97M-V with the def2-TZVPD basis set, OMol25).

```
83
Properties=species:S:1:pos:R:3:forces:R:3:mulliken_charge:R:1
Mo 0.016135 0.327306 -0.329976 -0.09 0.12 0.97 -0.966
C 0.931065 0.161590 3.257667 -1.49 0.22 -1.19 -0.672
N 1.594267 1.388518 2.769755 0.51 -0.55 1.31 -0.045
C 2.874987 1.807659 3.386948 0.33 0.18 -0.24 -0.440
C 3.160595 3.120377 2.598961 0.80 -1.05 -1.27 -0.697
N 2.115516 3.157060 1.487164 0.54 -1.67 1.93 -0.189
C 2.144731 4.255193 0.549544 0.53 -0.58 -1.31 -0.777
C 1.329235 2.114436 1.702177 -0.82 0.69 -0.04 0.702
N 0.141896 1.853947 0.969157 1.53 -2.32 0.41 0.618
C -0.818729 2.902938 1.070546 -0.90 0.66 -1.96 -1.007
C -1.407337 2.838722 -0.399549 -0.78 1.01 2.24 -0.568
N -1.582655 1.417598 -0.585519 0.27 -1.35 -1.35 1.705
C -2.929010 1.129476 -0.941422 -0.46 0.92 0.61 -0.908
N -3.424558 1.280029 -2.121405 1.06 -0.40 -3.03 0.138
C -2.593800 1.691438 -3.313032 0.51 -0.97 -0.35 -0.842
C -4.900641 0.947620 -2.113319 -0.29 2.78 -0.57 -0.593
C -5.253236 1.101462 -0.654139 0.58 1.58 0.37 -0.369
N -3.886814 1.000388 -0.063601 -0.33 -1.23 3.00 0.157
C -3.788134 1.021032 1.410721 -0.24 -2.08 -0.76 -0.919
H 1.304387 -0.733214 2.738313 0.00 0.38 -0.05 0.130
H -0.187381 0.279011 3.062994 1.41 -0.34 0.42 0.012
H 1.098224 -0.064406 4.310228 0.09 0.77 0.06 0.510
H 3.671865 0.998273 3.206675 -1.18 1.22 0.54 0.321
H 2.706045 2.060489 4.463447 0.37 -0.66 -0.83 0.360
H 4.186048 3.082905 2.147229 -0.98 0.36 0.38 0.365
H 3.012839 3.989807 3.193475 0.11 0.75 0.48 0.497
H 2.649220 3.954231 -0.387060 -0.35 0.01 0.31 0.256
H 2.801084 4.969795 0.996122 0.10 0.82 0.23 0.438
H 1.184860 4.700018 0.300939 -0.01 -0.01 0.23 0.376
H -0.286412 3.842532 1.094791 -0.38 0.38 0.82 0.489
H -1.544505 2.729074 1.899026 0.48 0.41 -0.68 0.179
H -0.712091 3.303541 -1.098625 0.10 -0.26 -0.08 0.284
H -2.377367 3.328097 -0.445212 0.01 0.27 -0.17 0.627
H -1.496078 1.321154 -3.380114 -1.97 0.27 0.78 0.174
H -2.579481 2.769517 -3.339275 -0.08 0.35 -0.21 0.368
H -3.084337 1.292651 -4.207351 0.05 0.26 0.20 0.425
H -5.084869 -0.032300 -2.405023 0.21 -1.93 -0.78 0.385
H -5.542470 1.592973 -2.772190 1.07 -0.31 0.47 0.411
H -5.956260 0.311942 -0.381237 0.27 0.23 0.57 0.344
H -5.597468 2.136864 -0.324324 -0.07 -1.35 -0.65 0.324
H -4.344250 0.128018 1.768212 0.13 0.83 0.09 0.385
H -2.791629 0.938333 1.797954 0.76 -0.18 -0.25 0.140
H -4.177751 1.919813 1.787511 -0.94 1.16 0.52 0.361
O 1.418621 1.089744 -3.945297 -0.10 -0.14 0.95 -0.584
S 1.446433 0.581388 -2.621003 0.34 -0.46 -1.52 1.712
O 0.246594 -0.356657 -2.282548 1.09 1.29 -0.33 -0.239
O 1.236021 1.571214 -1.477839 -0.42 -0.22 -0.33 0.018
C 3.082082 -0.163901 -2.343576 0.44 -0.56 0.78 -0.959
C 4.076524 0.164217 -3.252979 -2.55 1.84 -0.84 -0.465
C 5.388670 -0.196908 -3.053379 0.65 -1.06 0.30 -0.816
C 5.756247 -1.035469 -2.022454 -0.44 0.64 0.39 -0.686
C 4.798225 -1.349064 -1.044705 1.02 0.20 -1.86 -0.571
C 3.526780 -0.931364 -1.212247 -2.26 0.68 0.12 0.344
S 2.449360 -1.151657 0.146807 -0.36 -1.06 -0.15 1.509
O 2.949142 -1.995745 1.177899 -0.15 0.82 -0.71 -0.630
O 2.000663 0.237635 0.503349 0.05 0.99 0.59 -0.104
O 1.067619 -1.525518 -0.370924 -0.03 -0.87 0.07 -0.133
H 3.712885 0.854079 -4.062920 0.99 -0.95 0.49 0.530
H 6.138640 0.109097 -3.729541 0.59 0.42 -0.81 0.509
H 6.777860 -1.348035 -1.870822 0.09 -0.07 -0.18 0.468
H 5.104695 -1.940203 -0.251337 0.25 -0.97 1.68 0.666
C -1.992537 -2.674437 2.559643 1.03 -0.70 -0.51 -1.120
C -0.606959 -2.972607 1.851509 -1.65 2.10 -0.30 -0.306
N -0.855785 -3.344784 0.455614 -1.20 0.57 -0.08 0.167
C -0.811823 -4.798957 0.150687 -0.29 0.23 -2.33 -0.589
C 0.665756 -5.198496 0.088723 -0.71 -0.73 -1.37 -0.925
C -1.232537 -2.461430 -0.409457 0.89 -1.06 -0.40 1.485
C -1.559506 -2.805026 -1.844599 0.03 -0.51 0.84 -2.460
N -1.343129 -1.089986 -0.030415 -0.03 -0.29 0.16 -0.201
H -1.756095 -2.290725 3.530058 -0.01 0.20 0.73 0.500
H -2.573598 -3.591161 2.695425 0.09 0.14 -0.09 0.389
H -2.617903 -1.925636 2.052353 0.35 -0.27 -0.02 0.079
H -0.062965 -3.767352 2.280275 0.44 -0.78 0.78 0.610
H 0.013540 -2.054185 1.829937 -0.33 -0.73 0.20 -0.261
H -1.393849 -4.881563 -0.822195 1.06 -0.44 1.23 0.413
H -1.364710 -5.378178 0.874178 -0.16 0.20 0.56 0.368
H 1.173167 -4.658251 -0.735362 -0.04 -0.01 0.76 0.174
H 0.752504 -6.265941 -0.193765 -0.13 0.48 0.40 0.456
H 1.077866 -5.055169 1.071772 0.69 0.06 0.13 0.389
H -2.538258 -3.310527 -1.885997 0.29 0.09 -0.09 0.575
H -0.788376 -3.475406 -2.239571 -0.23 0.11 -0.06 0.621
H -1.583314 -1.908556 -2.427102 -0.09 0.42 -0.37 0.276
H -2.354246 -1.040421 0.154600 0.33 1.00 0.01 0.302
```
Positions in Å, forces in eV/Å.

Values from the calculation:
* electronic energy: -2692.2451 Ha
* strongest force on any atom: 0.06347 hartree/bohr
* HOMO-LUMO gap (spin up / spin down): 5.80 / 5.79 eV
* total charge: +4


[2]
# C24H42N2O3Si2

C24H42N2O3Si2 as an isolated structure (ωB97M-V with the def2-TZVPD basis set, OMol25).

```
73
Properties=species:S:1:pos:R:3:forces:R:3:mulliken_charge:R:1
C -4.294899 0.555457 -2.194150 0.50 -0.18 -0.66 -0.817
C -2.752051 0.438191 -2.617478 0.68 0.48 2.65 0.502
O -1.903690 0.599058 -1.698472 -1.93 -0.40 -3.64 -0.424
O -2.393351 0.184969 -3.958292 -1.02 -0.32 2.40 -0.412
C -2.717084 -1.203002 -4.334003 0.72 -0.77 -1.40 -0.507
C -1.623917 -2.194803 -3.714819 0.11 -0.60 -0.75 0.137
C -2.197696 -3.363555 -2.784801 0.83 0.59 1.01 -0.886
C -3.429757 -2.951447 -1.857454 -0.50 -1.39 -0.52 0.080
C -3.748901 -4.108241 -0.764396 -0.08 0.44 -1.18 -0.585
C -5.256660 -3.883638 -0.252988 0.19 -0.22 -1.10 -0.791
Si -5.550872 -4.360752 1.574697 0.80 -0.47 0.22 0.383
O -4.145162 -4.203826 2.579624 -1.10 2.50 -1.13 -0.355
Si -3.685750 -2.517764 2.752999 0.14 -1.97 -0.42 0.461
C -2.004755 -2.321329 1.860695 1.02 0.15 0.94 -0.363
C -1.049453 -1.180879 2.478444 0.15 0.84 -1.94 0.284
C 0.398771 -1.360368 1.755169 -0.68 -1.17 0.43 -0.883
C -1.619563 0.239548 1.932138 0.15 -0.84 0.12 -0.943
H -4.800881 -0.432880 -2.436680 0.46 1.35 0.21 0.221
H -4.794049 1.405490 -2.777896 0.71 -1.31 0.78 0.362
H -4.372409 0.738179 -1.069482 0.33 -0.22 -1.70 0.258
H -3.798282 -1.482295 -4.130804 1.40 0.47 0.09 0.321
H -2.596159 -1.226570 -5.477440 -0.26 0.28 1.80 0.316
H -1.115008 -2.715360 -4.608438 -0.69 0.81 1.33 0.399
H -0.785694 -1.579738 -3.224083 -1.50 -0.80 -0.46 -0.370
H -2.431277 -4.270523 -3.426635 0.00 1.15 0.88 0.385
H -1.348932 -3.686529 -2.072882 -1.14 0.38 -1.14 0.220
H -3.340650 -1.929200 -1.365073 0.13 -1.28 -0.59 -0.128
H -4.359978 -2.942529 -2.540211 1.26 0.22 1.10 0.436
H -2.973214 -4.147822 0.066154 -1.01 0.23 -1.01 0.284
H -3.652723 -5.101399 -1.337730 -0.26 1.37 0.99 0.430
H -5.917593 -4.583817 -0.888862 0.81 1.05 1.03 0.371
H -5.613228 -2.824538 -0.526601 0.62 -1.43 0.63 0.288
H -5.955260 -5.786400 1.589364 0.21 0.11 0.12 -0.183
H -6.664987 -3.558867 2.119087 0.08 0.09 0.06 -0.118
H -3.655476 -2.166666 4.181979 0.26 -0.07 0.07 -0.226
H -4.728634 -1.645287 2.158575 0.03 -0.08 -0.17 -0.119
H -2.163787 -2.088332 0.758012 0.33 -0.49 1.29 -0.140
H -1.442501 -3.316761 2.008481 -1.00 1.29 -0.50 0.368
H -0.969039 -1.202937 3.611090 -0.14 -0.10 -1.45 0.420
H 0.446145 -2.450757 1.389395 0.16 1.65 0.46 0.329
H 1.274986 -1.227216 2.467146 -1.02 0.21 -0.99 0.308
H 0.423129 -0.690809 0.836138 0.23 -0.68 1.17 -0.004
H -2.656548 0.440805 2.352603 1.29 -0.06 -0.52 0.326
H -1.697193 0.107803 0.790887 0.02 0.47 1.69 0.099
H -0.915446 1.110642 2.168151 -1.02 -1.17 -0.24 0.290
C 7.728950 5.521066 3.759932 0.15 0.11 -0.05 -0.864
N 6.772789 4.870819 2.836318 -0.23 -0.14 0.01 -0.010
C 6.915889 5.052552 1.509465 -0.36 -0.28 -0.21 -0.345
C 6.063029 4.425268 0.614222 0.18 0.19 -0.03 -0.588
C 5.046825 3.589893 1.078865 0.45 0.29 0.51 0.603
C 4.916306 3.445440 2.461113 -0.01 -0.08 0.12 -0.733
C 5.787046 4.094575 3.321018 -0.19 -0.16 -0.39 -0.082
C 4.152359 2.858161 0.158062 -0.51 -0.45 -0.42 0.715
C 4.072201 1.465976 0.201910 0.01 -0.09 0.11 -0.738
C 3.196351 0.786106 -0.628762 0.16 0.33 0.18 -0.066
N 2.407841 1.457825 -1.486354 0.34 -0.07 0.20 0.082
C 2.475336 2.799686 -1.574056 0.29 0.08 0.35 -0.331
C 3.341398 3.518730 -0.764738 -0.12 0.09 -0.17 -0.625
C 1.440318 0.727597 -2.333751 -0.26 0.09 -0.13 -1.202
H 7.702251 6.595006 3.574782 0.09 -0.10 0.07 0.376
H 8.718578 5.111589 3.553765 -0.05 0.14 0.09 0.375
H 7.447751 5.313322 4.790803 -0.02 0.00 -0.16 0.280
H 7.725234 5.693544 1.178487 -0.06 -0.06 0.12 0.486
H 6.218396 4.579197 -0.449174 0.01 0.00 0.15 0.506
H 4.131927 2.825742 2.884431 0.11 0.09 -0.02 0.524
H 5.706368 3.991355 4.396668 0.10 0.08 -0.11 0.398
H 4.693604 0.893338 0.883456 -0.11 0.03 -0.10 0.505
H 3.114592 -0.294531 -0.606676 -0.09 0.14 -0.07 0.452
H 1.819332 3.284193 -2.288212 0.02 -0.13 0.06 0.503
H 3.355141 4.600841 -0.847921 -0.04 -0.14 -0.02 0.523
H 1.650085 0.970722 -3.375435 -0.09 -0.05 0.07 0.429
H 0.437458 1.053388 -2.046122 -0.06 -0.19 -0.15 0.520
H 1.542121 -0.344707 -2.173255 0.03 0.16 0.05 0.280
```
Positions in Å, forces in eV/Å.

Values from the calculation:
* electronic energy: -1853.3468 Ha
* strongest force on any atom: 0.08051 hartree/bohr
* HOMO-LUMO gap: 5.51 eV
* total charge: +2


[3]
# C24H42N3O6SSbV

C24H42N3O6SSbV as an isolated structure (ωB97M-V with the def2-TZVPD basis set, OMol25).

```
78
Properties=species:S:1:pos:R:3:forces:R:3:lowdin_spin:R:1
V 0.488803 -0.305992 0.228556 -0.79 -0.43 0.14 1.906
O -0.465530 5.152526 2.966663 0.02 -0.12 -0.02 0.005
C -0.216824 3.976045 2.324011 0.03 -0.05 -0.02 0.010
C -0.424762 3.830737 0.954472 0.08 -0.27 0.00 -0.003
C -0.144385 2.596337 0.389328 -0.15 0.36 0.12 0.011
N 0.324444 1.591832 1.102972 0.01 0.53 0.25 -0.001
C 0.506824 1.715237 2.406699 -0.17 0.37 0.27 0.010
C 0.248786 2.899797 3.078079 0.00 -0.13 -0.22 -0.003
C 1.004615 0.430380 3.020793 0.34 -0.10 0.79 0.006
O 1.277465 0.390547 4.218715 -0.14 0.03 -0.32 0.015
O 1.122114 -0.512540 2.166139 0.07 -0.16 -0.11 0.006
C -0.364894 2.203494 -1.049028 -0.20 0.50 -0.66 0.006
O -0.750496 3.043607 -1.860448 0.09 -0.21 0.28 0.015
O -0.101686 0.972458 -1.270084 0.14 -0.06 -0.06 0.006
H -0.786203 5.792402 2.322608 0.00 0.01 0.00 0.000
H -0.808541 4.629037 0.332905 0.00 0.01 -0.05 0.000
H 0.400202 2.974276 4.143912 0.03 -0.03 0.04 0.000
C -3.105440 -0.519647 -1.389799 0.15 0.04 -0.03 0.000
N -3.237823 -1.412558 -0.258755 0.02 0.01 0.02 0.001
C -4.449289 -2.191743 -0.217374 -0.05 -0.02 0.03 0.000
C -2.351625 -1.326675 0.768735 -0.42 -0.18 0.02 0.005
O -1.673166 -0.297684 0.934543 0.37 0.01 -0.02 0.010
N -2.355661 -2.364908 1.668731 0.14 0.21 -0.14 0.001
C -2.349075 -3.738511 1.189731 0.05 -0.06 -0.01 0.003
C -1.554647 -2.179893 2.867065 0.10 0.08 0.02 0.000
H -3.340130 -1.073119 -2.302235 0.01 0.02 0.01 0.000
H -2.081081 -0.161954 -1.455367 -0.06 0.01 -0.04 0.000
H -3.786824 0.334133 -1.308635 0.00 0.01 0.01 0.000
H -5.300636 -1.543357 -0.451582 0.02 -0.01 0.00 0.000
H -4.596605 -2.610520 0.775170 -0.03 0.01 -0.03 0.000
H -4.433600 -3.005293 -0.950326 -0.03 -0.01 0.01 0.000
H -3.034296 -4.349240 1.786928 0.01 -0.01 -0.03 0.000
H -1.334976 -4.139331 1.258883 -0.01 -0.01 0.02 0.000
H -2.627068 -3.783399 0.142987 0.03 -0.03 0.00 0.001
H -1.722976 -1.185622 3.274313 0.04 -0.01 0.01 0.000
H -1.866875 -2.924581 3.599888 -0.01 -0.01 0.03 0.000
H -0.486250 -2.294070 2.657760 -0.06 0.01 0.01 0.000
S 0.258704 -2.280531 -0.653734 0.09 -0.31 -0.18 -0.010
C 5.764310 1.419848 -0.031199 -0.04 -0.05 -0.08 -0.001
C 4.450580 1.048429 0.647039 -0.06 0.04 0.03 -0.007
C 3.680650 2.335130 0.973005 -0.11 -0.11 -0.03 0.000
C 4.735967 0.349461 1.978354 -0.04 -0.12 -0.11 -0.001
Sb 3.094874 -0.242764 -0.547948 0.53 -0.04 -0.25 0.003
C 4.137993 -2.193835 -0.537338 -0.03 -0.03 -0.01 0.000
C 5.661320 -2.107260 -0.552467 -0.06 0.13 0.01 0.000
C 3.678471 -3.004699 -1.750205 -0.07 0.18 -0.03 0.003
C 3.674229 -2.929069 0.721955 -0.10 0.20 0.01 -0.001
C 3.367124 0.500998 -2.612938 -0.05 0.04 0.03 0.001
C 4.719531 0.204620 -3.252894 -0.01 -0.06 0.13 0.000
C 3.136421 2.013939 -2.600791 0.01 -0.05 0.19 0.000
C 2.258368 -0.135838 -3.452933 -0.06 -0.11 0.15 0.000
H 6.399441 1.952191 0.685682 0.05 0.05 0.05 0.000
H 5.603689 2.088124 -0.877577 0.03 -0.01 -0.04 0.000
H 6.317442 0.550175 -0.384022 0.03 -0.01 0.01 0.000
H 4.363536 3.068642 1.414829 0.06 0.02 0.04 0.000
H 2.897474 2.140813 1.707701 0.02 0.02 -0.08 0.000
H 3.215756 2.796297 0.099592 0.02 0.02 -0.01 0.000
H 5.215823 1.057152 2.662453 0.03 0.06 0.04 0.000
H 5.410468 -0.500093 1.863313 -0.04 0.00 0.03 0.000
H 3.817038 0.000830 2.454378 0.00 -0.03 0.04 0.000
H 6.040772 -1.561184 -1.417109 0.01 0.01 -0.03 0.000
H 6.065870 -3.123286 -0.600489 0.03 -0.08 0.00 0.000
H 6.058241 -1.643106 0.349243 0.04 0.02 -0.01 0.000
H 4.078553 -2.602630 -2.683038 -0.05 -0.03 -0.01 0.000
H 2.588815 -3.043998 -1.804335 -0.01 -0.01 -0.03 0.004
H 4.052167 -4.028374 -1.648316 0.05 -0.09 0.02 0.000
H 3.976204 -2.416272 1.636977 -0.02 0.02 0.02 0.000
H 4.118435 -3.928760 0.735318 0.06 -0.10 -0.01 0.000
H 2.586804 -3.031890 0.720860 0.02 0.00 0.04 -0.001
H 5.549677 0.643073 -2.698684 0.03 0.01 0.01 0.000
H 4.730605 0.629459 -4.262495 0.01 0.03 -0.07 0.000
H 4.898895 -0.866521 -3.349931 0.02 0.03 0.00 0.000
H 3.921324 2.546795 -2.060542 -0.03 0.02 -0.01 0.000
H 2.169384 2.270201 -2.163362 -0.01 0.01 0.00 0.000
H 3.132656 2.387072 -3.629227 0.00 0.00 -0.09 0.000
H 2.405869 -1.210587 -3.569627 -0.05 -0.01 0.03 0.000
H 2.264443 0.316425 -4.450049 0.02 0.04 -0.09 0.000
H 1.273490 0.027215 -3.009804 0.04 -0.03 -0.04 0.000
```
Positions in Å, forces in eV/Å.

Values from the calculation:
* electronic energy: -3138.0809 Ha
* strongest force on any atom: 0.01771 hartree/bohr
* HOMO-LUMO gap (spin up / spin down): 5.71 / 6.48 eV
* total charge: -1
* relative energy (zero: lowest compared OMol25 entry of this formula, charge and spin): 0.0 kcal per mole
* multiplicity: 3


Which of these has the highest strongest force on any atom?
C24H42N2O3Si2


Which of these has the highest electronic energy?
C24H42N2O3Si2


What is the strongest force on any atom in the third record?
0.01771 hartree/bohr